1.
Below is a cluster of 19 separate species, ClH36O22 in total in a non-equilibrium geometry, with properties calculated with the ωB97M-V functional and the def2-TZVPD basis.

Atoms and positions in Å:
H1 9.2164 -6.0096 -15.1717
O1 10.2739 -7.8022 -12.1081
O2 9.3953 -5.7392 -16.0916
H2 11.5261 -11.2459 -15.9721
Cl1 12.4983 -8.6220 -14.4370
H3 14.2525 -12.6890 -16.4814
H4 10.4548 -7.8046 -11.1823
H5 12.3730 -6.3989 -15.7413
O3 8.9124 -6.0685 -13.5331
H6 12.1545 -5.0028 -12.0266
O4 14.6062 -10.0053 -17.7637
O5 13.3571 -7.8170 -13.5812
O6 11.4433 -10.4669 -10.8374
H7 13.1797 -7.0847 -18.7109
O7 8.8133 -9.3286 -15.0436
H8 15.7007 -10.0053 -14.3515
H9 12.2401 -10.9723 -11.1100
H10 9.9548 -5.0625 -15.8113
H11 9.0107 -10.1552 -15.5154
H12 10.8214 -10.6871 -11.5685
O8 13.1444 -5.8622 -15.9230
O9 15.5249 -7.4517 -16.7214
H13 15.6942 -6.1473 -13.4470
H14 12.8778 -5.1223 -16.4617
O10 15.0329 -10.0419 -12.7028
H15 14.8327 -7.3614 -13.1375
H16 8.1311 -6.0816 -12.9938
O11 13.3410 -8.3981 -10.8988
O12 13.3463 -12.1659 -12.7810
O13 15.7161 -6.9645 -13.0383
H17 14.0417 -9.3700 -18.1589
H18 14.2883 -11.2485 -16.3848
H19 10.8506 -8.4045 -12.5938
H20 16.2062 -7.0427 -16.1920
H21 9.3222 -8.6661 -15.4557
O14 11.9515 -9.7828 -13.6754
H22 12.0694 -10.0153 -16.6108
O15 11.5023 -10.7443 -16.8213
O16 13.1979 -9.0779 -15.6667
H23 15.5449 -10.0631 -11.9313
H24 13.8791 -8.8337 -11.5648
H25 9.4614 -6.7345 -13.1218
H26 12.0865 -7.7257 -17.9821
H27 15.5790 -9.2836 -15.6012
H28 12.7783 -11.7825 -13.5443
O17 14.3587 -12.0443 -15.8193
O18 16.2554 -9.6664 -15.0738
H29 9.2050 -10.7101 -13.2527
O19 12.8992 -7.9508 -18.4202
H30 14.7498 -7.0831 -16.3268
O20 9.3524 -11.3647 -12.5982
H31 8.5824 -11.3820 -12.0320
H32 12.7976 -6.1681 -12.6549
H33 14.3961 -10.7942 -12.6876
O21 13.0259 -5.4550 -12.0631
H34 13.7920 -12.9086 -13.1413
H35 15.3720 -9.4830 -17.6964
H36 12.6314 -9.0394 -10.8021
O22 11.3410 -7.7380 -14.8907

Cartesian forces, eV/Å:
H -0.886 -0.734 -0.047
O -0.729 0.187 -1.008
O -0.942 -1.409 -0.340
H 0.014 0.434 -1.046
Cl -1.142 0.569 -1.339
H -0.191 -1.644 -1.119
H 0.685 -0.300 0.751
H -0.722 -0.234 0.182
O -0.279 0.810 -0.361
H 0.891 -0.156 0.193
O -0.234 -2.063 -0.147
O -1.615 -1.237 -1.387
O 0.321 -0.807 -0.666
H 0.592 0.221 -0.194
O -1.290 -2.093 0.873
H 0.709 0.017 0.258
H -0.595 0.258 0.306
H 1.791 2.280 -0.125
H 0.086 0.602 -0.044
H 0.117 0.145 0.523
O 0.931 0.220 -0.062
O 0.835 -0.077 -0.720
H -0.334 2.549 -1.144
H -0.228 0.220 -0.156
O -1.700 -0.176 -1.424
H 0.947 0.366 -0.009
H -0.659 0.104 0.126
O 0.078 -0.026 0.469
O -2.287 1.879 -0.966
O 0.455 -2.568 1.357
H -1.629 0.889 -0.544
H 0.277 0.299 0.383
H 0.110 -0.201 0.579
H 0.627 -0.154 0.251
H 1.263 1.292 -0.749
O 0.720 1.577 -1.123
H 0.732 0.771 0.022
O -1.181 -1.652 0.688
O -0.588 0.839 2.589
H 1.231 -0.154 1.654
H 0.372 0.201 -0.348
H 0.840 -0.749 0.558
H -0.754 -0.305 0.605
H -0.655 0.894 -1.132
H 1.462 -0.881 1.671
O -0.213 1.203 0.875
O 0.518 -0.793 0.624
H -0.368 1.400 -1.168
O -0.021 0.198 -0.566
H -1.465 0.380 0.277
O 0.645 -1.240 0.918
H -0.235 0.118 0.076
H 0.298 -0.761 -0.234
H 0.518 0.161 0.206
O -1.286 1.214 0.153
H 0.684 -0.983 -0.755
H 2.015 0.833 0.613
H -0.460 -0.041 0.227
O 1.923 -1.692 0.918

spin multiplicity: 1
energy relative to the best compared isomer or geometry (same formula, charge and spin): 2.47 kJ/mol
strongest force on any atom: 0.061 hartree/bohr
molecular weight: 423.72 g mol⁻¹
net charge: -1
energy: -2136.9166 hartree
HOMO-LUMO gap: 9.27 eV

Atom charges from the natural (NBO) analysis, given in e for atoms 1 to 6: H 0.494; O -0.982; O -0.972; H 0.462; Cl 2.463; H 0.454


2.
Below is an isolated molecule of ClH3N2O2S in a non-equilibrium geometry, with properties calculated with the ωB97M-V functional and the def2-TZVPD basis.

Atoms and positions in Å:
O1 2.0769 0.3278 0.7068
H1 2.0122 1.2995 0.3533
Cl1 -0.6355 1.7212 -0.3197
H2 -2.1522 -0.2516 0.7519
N1 -0.4104 -0.1493 0.4248
H3 -1.8735 -1.1697 -0.5966
O2 1.2802 -0.2459 -1.4640
S1 1.2334 -0.7020 -0.0916
N2 -1.5310 -0.8300 0.2351

Cartesian forces, eV/Å:
O 0.408 2.543 0.535
H -0.192 -2.314 0.539
Cl 0.445 -0.995 0.245
H -1.515 -0.499 0.429
N 1.149 1.252 0.109
H -0.344 -0.522 -2.840
O 0.496 -0.887 -0.525
S -1.832 0.649 -1.451
N 1.385 0.773 2.959

spin multiplicity: 1
energy relative to the best compared isomer or geometry (same formula, charge and spin): 158.30 kJ/mol
strongest force on any atom: 0.065 hartree/bohr
molecular weight: 130.56 g mol⁻¹
net charge: 0
energy: -1120.0523 hartree
HOMO-LUMO gap: 9.06 eV

Atom charges from the natural (NBO) analysis, given in e for atoms 1 to 6: O -0.886; H 0.534; Cl -0.213; H 0.381; N -0.382; H 0.357


3.
Below is an isolated molecule of ClH3N2OS in a non-equilibrium geometry, with properties calculated with the ωB97M-V functional and the def2-TZVPD basis.

Atoms and positions in Å:
H1 -0.6008 1.3288 -2.0319
O1 -1.1941 1.7645 0.8490
Cl1 -2.4841 -0.5793 -0.2019
S1 -0.7582 0.6869 0.0537
N1 0.2878 -0.3499 0.7649
N2 -0.1775 0.6456 -1.3641
H2 0.4795 -1.1222 0.1650
H3 0.0997 -0.7435 1.6438

Cartesian forces, eV/Å:
H 0.295 -0.765 0.944
O 0.072 0.554 0.730
Cl 0.062 0.387 0.587
S 0.560 -2.665 -3.423
N 0.229 0.866 -0.358
N -0.627 1.684 0.844
H 0.266 -0.215 -0.972
H -0.857 0.154 1.647

spin multiplicity: 1
structure (SMILES): N=[S@@](N)(=O)Cl
energy relative to the best compared isomer or geometry (same formula, charge and spin): 13.93 kJ/mol
strongest force on any atom: 0.085 hartree/bohr
molecular weight: 114.56 g mol⁻¹
net charge: 0
energy: -1044.8717 hartree
HOMO-LUMO gap: 10.38 eV

Atom charges from the natural (NBO) analysis, given in e for atoms 1 to 6: H 0.400; O -0.856; Cl -0.350; S 2.110; N -1.021; N -1.104